{
  "formula": "CH5N3O",
  "method": "wB97M-V/def2-TZVPD",
  "e_tot_ha": -280.4009,
  "de_lowest_kcal_mol": 127.74,
  "lumo_ha": [0.02756, 0.02701],
  "symbols": ["C", "N", "N", "N", "O", "H", "H", "H", "H", "H"],
  "coordinates": [[0.52739, -1.55568, 0.07913], [-0.24219, 2.11193, 1.08954], [-0.85524, 1.99881, 0.07314], [-0.65666, 0.09295, -1.23106], [0.53199, -0.65122, -1.05823], [-0.09596, -2.43229, -0.19649], [0.09425, -1.01527, 1.02942], [1.51809, -1.90766, 0.43249], [-0.37852, 2.75296, 1.88526], [-0.44315, 0.60548, -2.10320]]
}


{
  "formula": "CH5N3O2S",
  "method": "wB97M-V/def2-TZVPD",
  "e_tot_ha": -753.8540,
  "de_lowest_kcal_mol": 115.14,
  "lumo_ha": 0.02717,
  "symbols": ["O", "N", "C", "N", "O", "N", "S", "H", "H", "H", "H", "H"],
  "coordinates": [[-1.52208, 1.37704, -0.08165], [-0.07053, 1.42202, -0.23356], [0.39851, 0.40823, 0.34083], [1.76348, -0.10058, 0.40539], [1.98109, -1.09592, -0.53848], [-0.36406, -0.67054, 0.61420], [-1.62952, -1.39760, -0.16596], [-1.72849, 2.10898, -0.87693], [2.31365, 0.70821, 0.21506], [1.65527, -0.67104, -1.35660], [-0.11984, -1.25968, 1.42324], [-2.67749, -0.82913, 0.25448]]
}


{
  "formula": "CH5N3O2S",
  "method": "wB97M-V/def2-TZVPD",
  "e_tot_ha": -753.9464,
  "de_lowest_kcal_mol": 57.16,
  "lumo_ha": 0.00738,
  "symbols": ["C", "N", "N", "N", "O", "O", "S", "H", "H", "H", "H", "H"],
  "coordinates": [[0.03688, 0.87973, 0.88978], [0.99242, -1.01574, -0.17614], [-0.84748, -0.04475, 0.86722], [0.07139, 1.70638, -0.10598], [-0.80220, -0.42488, -1.82571], [-1.13136, -2.44130, -0.44984], [-0.43183, -1.18037, -0.69597], [0.70391, 1.11577, 1.73159], [1.61777, -1.48872, -0.79045], [-0.81865, -0.73193, 1.56673], [0.80325, 2.49512, -0.11862], [-0.19409, 1.13069, -0.89260]]
}


{
  "formula": "CH5N3O2S",
  "method": "wB97M-V/def2-TZVPD",
  "e_tot_ha": -753.8949,
  "de_lowest_kcal_mol": 89.52,
  "lumo_ha": 0.02084,
  "symbols": ["C", "N", "N", "N", "O", "O", "S", "H", "H", "H", "H", "H"],
  "coordinates": [[1.49748, -0.61346, 0.38509], [-0.84541, 0.38409, -0.07920], [0.22987, -0.45441, 0.33566], [1.95018, -1.58887, 1.22963], [-2.62504, 2.23294, -0.00401], [-2.09881, 1.04608, -2.12308], [-1.50976, 1.97913, -0.89168], [2.29859, -0.11020, -0.12185], [-1.62085, 0.22814, 0.69606], [-1.41359, 0.65223, -2.59119], [2.98748, -1.80764, 1.32639], [1.14985, -1.94803, 1.83818]]
}


{
  "formula": "CH5N3OS",
  "method": "wB97M-V/def2-TZVPD",
  "e_tot_ha": -678.7217,
  "de_lowest_kcal_mol": 34.05,
  "lumo_ha": 0.02416,
  "symbols": ["H", "N", "C", "N", "O", "N", "S", "H", "H", "H", "H"],
  "coordinates": [[-1.84162, 1.14919, -0.22538], [-0.90749, 1.56930, -0.24168], [-0.15345, 0.53730, -0.01584], [-0.54378, -0.79895, -0.13811], [-1.97375, -0.91996, -0.03317], [1.21435, 0.72583, 0.11766], [2.34626, -0.41229, -0.27650], [-0.17250, -1.41791, 0.57613], [-2.21537, -1.42401, -0.75891], [1.48801, 1.68641, 0.02446], [2.75935, -0.69492, 0.97134]]
}


{
  "formula": "CH5N3PtSSe3Te",
  "method": "wB97M-V/def2-TZVPD",
  "e_tot_ha": -8194.5662,
  "charge": 2,
  "lumo_ha": [-0.37145, -0.37134],
  "symbols": ["Pt", "Se", "Se", "Te", "Se", "N", "N", "C", "N", "S", "H", "H", "H", "H", "H"],
  "coordinates": [[1.22801, -1.04270, -0.07398], [3.59451, -1.53910, -0.69048], [4.77471, -1.39420, 1.22282], [3.23121, -1.29180, 3.36242], [0.97051, -1.47820, 2.53742], [-1.15369, -1.13150, -0.52298], [-1.70769, 0.15320, -0.56358], [-0.97009, 1.26740, -0.64848], [-1.56409, 2.44470, -0.70058], [0.75011, 1.24270, -0.68878], [-1.24429, -1.61730, -1.42418], [-1.61519, -1.69670, 0.19452], [-2.72239, 0.23270, -0.53158], [-2.56719, 2.57040, -0.66718], [-1.00449, 3.28040, -0.80538]]
}


{
  "formula": "CH5N3S",
  "method": "wB97M-V/def2-TZVPD",
  "e_tot_ha": -603.4894,
  "de_lowest_kcal_mol": 35.44,
  "lumo_ha": 0.02673,
  "symbols": ["N", "N", "C", "N", "S", "H", "H", "H", "H", "H"],
  "coordinates": [[1.48258, -0.98438, 0.20111], [1.59714, 0.23450, -0.47839], [0.65890, 1.04292, -0.18628], [-0.39000, 0.63459, 0.66958], [-1.56398, -0.31603, -0.21332], [1.08070, -0.83892, 1.12849], [2.36599, -1.40106, 0.22985], [0.61543, 2.05067, -0.60325], [-0.88570, 1.31344, 1.18403], [-0.93420, -1.51807, -0.15440]]
}


{
  "formula": "CH5N3S",
  "method": "wB97M-V/def2-TZVPD",
  "e_tot_ha": -603.4432,
  "de_lowest_kcal_mol": 64.45,
  "lumo_ha": 0.03319,
  "symbols": ["N", "N", "C", "N", "S", "H", "H", "H", "H", "H"],
  "coordinates": [[1.57943, -1.09826, -0.54636], [0.42481, -0.48218, 0.04054], [-0.50475, 0.03389, -0.51457], [-1.34654, 0.98130, 0.17616], [-0.74696, 1.41000, 1.63222], [1.72242, -0.94340, -1.56354], [2.43112, -0.83956, 0.21732], [-0.70598, 0.15110, -1.60395], [-2.30585, 0.54437, 0.05207], [-0.54770, 0.24275, 2.11010]]
}


{
  "formula": "CH5N3S2",
  "method": "wB97M-V/def2-TZVPD",
  "e_tot_ha": -1001.6446,
  "de_lowest_kcal_mol": 45.60,
  "lumo_ha": 0.00942,
  "symbols": ["C", "N", "N", "N", "S", "S", "H", "H", "H", "H", "H"],
  "coordinates": [[-1.29523, 0.40471, -1.14487], [0.54041, 1.99242, -0.14931], [-0.57499, -2.12150, -0.82373], [0.33715, 0.66905, -0.28023], [-2.03709, 1.77681, -1.52091], [-1.85587, -1.16422, -1.40509], [0.70647, 2.41345, -1.05953], [-0.16263, 2.52485, 0.37453], [-0.83004, -2.61225, 0.02548], [-0.29173, -2.79531, -1.52354], [0.15837, 0.22032, 0.61799]]
}


{
  "formula": "CH5N4S",
  "method": "wB97M-V/def2-TZVPD",
  "e_tot_ha": -657.9508,
  "charge": 1,
  "de_lowest_kcal_mol": 19.13,
  "lumo_ha": -0.15137,
  "symbols": ["N", "C", "N", "N", "N", "S", "H", "H", "H", "H", "H"],
  "coordinates": [[1.07045, -0.01670, 0.19045], [-0.33523, -0.07977, -0.74313], [-0.95632, -1.32603, -0.45994], [-2.04372, -1.25124, 0.23104], [-2.48447, -0.11557, 0.43573], [-1.54948, 1.20988, -0.27466], [2.02631, 0.27486, -0.18176], [1.10077, -0.92285, 0.60455], [0.97018, 0.45244, 1.22954], [0.12144, -0.07107, -1.79916], [-3.41817, 0.04967, 0.84988]]
}


{
  "formula": "CH5N5",
  "method": "wB97M-V/def2-TZVPD",
  "e_tot_ha": -314.7111,
  "de_lowest_kcal_mol": 64.67,
  "lumo_ha": 0.02479,
  "symbols": ["C", "N", "N", "N", "N", "N", "H", "H", "H", "H", "H"],
  "coordinates": [[-1.33559, 0.89975, 0.47390], [2.66524, 1.08222, 0.77465], [1.98655, 0.32729, 0.31872], [-1.65534, 0.18656, -0.52704], [1.47831, -0.38427, -0.46263], [0.64915, -1.48995, -0.08404], [-1.50142, 1.95142, 0.67018], [-0.33674, 0.58758, 0.77281], [-2.52507, 0.40867, -1.02061], [0.93023, -2.40123, -0.56082], [-0.35532, -1.16803, -0.35512]]
}


{
  "formula": "CH5NO2",
  "method": "wB97M-V/def2-TZVPD",
  "e_tot_ha": -246.1327,
  "de_lowest_kcal_mol": 140.68,
  "lumo_ha": [0.01983, -0.01204],
  "symbols": ["C", "N", "O", "O", "H", "H", "H", "H", "H"],
  "coordinates": [[1.48147, 0.26670, -0.03435], [-2.45135, -0.23724, 0.04674], [0.48904, -0.57315, -0.12701], [-1.44597, 0.47987, -0.21231], [1.47350, 0.88820, 0.89722], [1.63845, 0.76395, -0.93868], [2.35903, -0.20162, 0.40869], [-2.92492, -0.02570, 0.90860], [-3.05577, -0.40082, -0.78631]]
}


{
  "formula": "CH5NO2S",
  "method": "wB97M-V/def2-TZVPD",
  "e_tot_ha": -644.4387,
  "de_lowest_kcal_mol": 66.26,
  "lumo_ha": 0.01777,
  "symbols": ["C", "N", "O", "O", "S", "H", "H", "H", "H", "H"],
  "coordinates": [[-0.52431, -1.00990, 0.00406], [1.27490, 1.14813, -0.77394], [-2.37805, -0.45425, 1.94790], [-0.75269, -2.09950, 0.91660], [-0.98516, -0.65962, 1.69170], [0.56784, -0.67086, -0.27374], [-1.15941, -0.88075, -0.82896], [0.60126, 1.72648, -0.25288], [2.16018, 1.62467, -0.59219], [1.19544, 1.27560, -1.83855]]
}


{
  "formula": "CH5NO2S",
  "method": "wB97M-V/def2-TZVPD",
  "e_tot_ha": -644.3223,
  "s2": 2.02,
  "spin_multiplicity": 3,
  "de_lowest_kcal_mol": 32.50,
  "lumo_ha": [0.01497, -0.12316],
  "symbols": ["C", "N", "O", "O", "S", "H", "H", "H", "H", "H"],
  "coordinates": [[1.51842, -0.27218, 0.72747], [-2.75066, -0.69052, -0.68993], [2.55194, 2.00283, 0.89281], [0.91947, -1.18378, 0.21476], [1.31029, 1.55027, 0.31565], [1.98622, -0.31345, 1.69662], [1.56367, 1.19733, -0.98799], [-2.72988, -1.58628, -1.10313], [-2.26696, 0.10761, -1.13586], [-2.10250, -0.81182, 0.06960]]
}


{
  "formula": "CH5NO2Si",
  "method": "wB97M-V/def2-TZVPD",
  "e_tot_ha": -535.6919,
  "de_lowest_kcal_mol": 46.78,
  "lumo_ha": 0.00928,
  "symbols": ["O", "N", "O", "C", "Si", "H", "H", "H", "H", "H"],
  "coordinates": [[-0.74531, 2.03006, -0.47753], [-0.90759, 0.84795, -0.71745], [-1.19340, 0.41048, -1.81008], [-0.73996, -0.20264, 0.24808], [1.17864, -0.59485, 0.32221], [-1.08950, 0.21976, 1.27661], [-1.26375, -1.04181, 0.02772], [1.48912, 0.52593, 1.28347], [1.47599, -1.90217, 0.80980], [1.79575, -0.29271, -0.96284]]
}


{
  "formula": "CH5NO2Si",
  "method": "wB97M-V/def2-TZVPD",
  "e_tot_ha": -535.6891,
  "de_lowest_kcal_mol": 48.53,
  "lumo_ha": 0.00862,
  "symbols": ["O", "N", "O", "C", "Si", "H", "H", "H", "H", "H"],
  "coordinates": [[0.72600, 1.89176, 0.92640], [-0.20156, 1.45135, 0.27616], [-0.79494, 2.05879, -0.58391], [-0.53931, 0.08213, 0.52247], [0.59766, -1.08875, -0.51423], [-0.53686, -0.12719, 1.58207], [-1.72630, -0.19084, 0.05142], [0.73326, -0.48012, -1.83469], [1.88262, -1.24582, 0.15437], [-0.14057, -2.35130, -0.58007]]
}


{
  "formula": "CH5NO3P",
  "method": "wB97M-V/def2-TZVPD",
  "e_tot_ha": -662.9350,
  "charge": -1,
  "de_lowest_kcal_mol": 65.08,
  "lumo_ha": 0.15441,
  "symbols": ["C", "P", "O", "O", "N", "O", "H", "H", "H", "H", "H"],
  "coordinates": [[1.64481, 0.03007, -0.33612], [-0.29596, 0.05188, -0.18960], [-0.64156, 1.49210, -0.13117], [-0.57100, -0.60865, -1.68818], [-1.45907, -0.77819, 0.91255], [-1.70769, -0.07094, 2.08167], [2.25294, 0.70336, 0.33291], [2.15917, -0.94552, -0.02020], [1.94205, 0.21937, -1.40551], [-1.42541, -0.90957, -1.38400], [-1.89829, 0.81610, 1.82765]]
}


{
  "formula": "CH5NO3S",
  "method": "wB97M-V/def2-TZVPD",
  "e_tot_ha": -719.6659,
  "de_lowest_kcal_mol": 74.33,
  "lumo_ha": 0.02077,
  "symbols": ["C", "S", "O", "O", "N", "O", "H", "H", "H", "H", "H"],
  "coordinates": [[1.22819, 0.35721, -0.20076], [-0.09568, -0.17773, 0.90900], [-0.18469, 0.55268, 2.13438], [0.18367, -1.60344, 0.98101], [-1.45612, 0.07036, -0.01197], [-1.06499, -0.30606, -1.38552], [1.96181, -0.00391, 0.37732], [1.14013, -0.19724, -1.13689], [1.31658, 1.46269, -0.21743], [-1.75050, 1.09316, 0.00643], [-1.27841, -1.24770, -1.45558]]
}


{
  "formula": "CH5NOP",
  "method": "wB97M-V/def2-TZVPD",
  "e_tot_ha": -512.2894,
  "charge": -1,
  "de_lowest_kcal_mol": 110.25,
  "lumo_ha": [0.17075, 0.17076],
  "symbols": ["C", "P", "N", "O", "H", "H", "H", "H", "H"],
  "coordinates": [[-0.85059, 0.69594, 0.36491], [0.25298, -0.73748, -0.22438], [1.78259, -0.31262, -0.33611], [2.33572, 0.55856, -1.10755], [-0.22667, 1.49221, 0.61658], [-1.18135, 0.77206, -0.69546], [-1.47471, 0.48818, 1.21293], [0.41645, -1.59319, 0.79625], [-1.05441, -1.36366, -0.62717]]
}


{
  "formula": "CH5NOP",
  "method": "wB97M-V/def2-TZVPD",
  "e_tot_ha": -512.3275,
  "charge": -1,
  "de_lowest_kcal_mol": 86.35,
  "lumo_ha": 0.16478,
  "symbols": ["O", "N", "C", "P", "H", "H", "H", "H", "H"],
  "coordinates": [[2.43839, -0.08541, 0.08973], [1.18321, -0.44966, -0.32785], [0.10912, 0.34530, 0.23979], [-1.45538, -0.53649, 0.14140], [1.12951, -1.39143, 0.00452], [0.00977, 1.47673, -0.21719], [0.20758, 0.43811, 1.27170], [-1.44997, -0.44751, -1.39044], [-2.17222, 0.65037, 0.18835]]
}